1.
93
Properties=species:S:1:pos:R:3:forces:R:3 method="wB97M-V/def2-TZVPD" lumo_ev="-8.3 / -12.5" total_charge=+3 spin_multiplicity=5 homo_energy_ev="-15.111 / -15.688"
Pd 0.0344 -0.0711 0.9203 -1.195 -0.005 -2.131
C -3.3937 -3.6678 0.9507 -0.106 -0.317 0.078
C -3.7059 -2.2092 0.9395 1.989 0.214 0.132
C -5.0139 -1.8122 1.2168 -1.561 -0.073 -0.124
C -5.2699 -0.4436 1.1313 -2.198 0.023 0.171
C -4.2387 0.4519 1.0540 0.138 0.137 0.394
C -2.8718 -0.0158 1.0685 -1.209 0.282 -0.184
N -2.6804 -1.3483 0.7901 0.161 -0.471 0.889
N -1.8756 0.8208 1.3555 -0.722 -1.502 -0.502
Si -2.2019 2.5251 1.7178 1.478 1.274 -1.221
C -3.1319 3.2421 0.1598 1.459 -0.689 1.631
C -3.0410 2.5778 3.3114 -1.585 -2.144 0.812
C -0.4505 3.3012 1.9476 0.187 -0.337 -0.794
H -4.0955 -4.2567 0.3245 0.583 0.356 0.175
H -3.5604 -4.0333 1.9899 0.246 0.171 -0.572
H -2.3417 -3.7916 0.6711 -0.375 -0.344 0.009
H -5.8049 -2.6127 1.4034 1.100 1.431 -0.306
H -6.3322 -0.0590 1.1573 1.369 -0.519 0.075
H -4.4717 1.5091 1.0889 0.066 -0.245 -0.068
H -3.0188 2.4740 -0.5998 -0.070 0.231 -0.458
H -2.7138 4.2042 -0.1066 0.039 0.082 -0.321
H -4.1611 3.3508 0.4146 -0.840 0.261 -0.050
H -4.1456 2.5449 3.1445 0.704 0.331 0.368
H -2.7603 3.4257 3.8939 -0.003 0.601 0.536
H -2.8385 1.6118 3.8937 -0.042 1.364 -0.618
H -0.5199 4.0738 2.7263 0.162 0.039 -0.451
H -0.0288 3.7026 0.9999 -0.597 0.358 0.485
H 0.3847 2.6390 2.2393 -0.605 -0.252 0.378
C 0.8686 1.3904 5.6171 -0.605 0.912 -0.238
C 1.6394 0.8246 4.4478 -0.902 0.565 -1.165
Sb 0.5727 -0.7588 3.3357 1.340 -1.287 3.900
C 2.1467 -2.2974 3.7467 -0.233 1.035 0.923
C 3.5620 -1.6841 3.6729 0.694 0.830 -0.173
C -1.0606 -1.5347 4.6962 -0.570 0.330 -1.414
C -0.6394 -2.5108 5.7543 1.687 -0.836 0.133
H 1.4517 2.0918 6.2213 0.243 -0.231 -0.149
H 0.5195 0.6149 6.2594 -0.233 -0.566 0.679
H -0.0179 1.9800 5.3116 0.334 -0.398 -0.087
H 2.6145 0.4576 4.6854 0.419 -0.453 0.262
H 1.7747 1.5766 3.6650 0.134 0.136 0.178
H 2.0425 -3.1313 3.0865 -0.230 -0.509 -0.382
H 1.8785 -2.6175 4.7898 0.369 0.218 -1.029
H 3.6337 -0.8323 2.9239 -0.147 -0.786 0.774
H 4.3407 -2.4042 3.3243 -0.719 0.295 0.483
H 3.8951 -1.2601 4.6647 -0.330 -0.548 -1.102
H -1.6986 -2.0135 3.9469 -0.113 0.093 0.132
H -1.5456 -0.6065 4.9855 -0.042 -0.007 0.385
H -0.1312 -3.3608 5.2418 -0.272 0.440 0.383
H -1.4398 -3.0228 6.3383 0.257 0.961 -0.369
H 0.1404 -2.0602 6.4129 -0.819 -0.427 -0.075
C 3.9402 2.1546 0.0979 0.917 1.285 0.556
N 2.9714 1.0818 0.1802 0.102 -0.572 0.021
C 3.1602 -0.2111 0.0489 1.283 -0.885 -0.153
S 1.8620 -1.3525 0.4258 0.731 0.207 -0.109
N 4.3367 -0.7897 -0.3305 -2.533 0.742 0.347
C 5.2444 -0.1973 -1.2657 2.491 0.339 -1.085
H 3.4715 3.0593 0.5463 0.367 -0.695 -0.268
H 4.1777 2.3972 -0.9422 0.031 -0.075 0.216
H 4.8868 1.9364 0.6676 -1.085 0.110 -0.508
H 2.0623 1.3273 0.5277 -0.312 0.113 0.092
H 4.2010 -1.7709 -0.4609 0.198 -0.685 0.139
H 5.6338 0.7534 -0.8720 -0.140 -0.506 -0.396
H 4.7996 -0.0276 -2.2860 0.346 -0.271 0.981
H 6.1618 -0.8751 -1.3486 -1.409 0.876 -0.037
C 2.7013 -3.4504 -3.8894 -0.876 0.356 1.343
C 1.8249 -2.1715 -3.7360 0.585 0.131 -0.956
C 0.4303 -2.4253 -3.1978 -0.654 -0.627 1.068
N -0.0646 -1.3702 -2.2406 1.015 0.761 -0.128
C -0.1754 -0.0727 -2.4743 0.709 -1.312 -2.526
S -0.3902 1.1257 -1.3174 0.344 0.691 1.642
N -0.1058 0.4289 -3.7734 0.672 0.193 2.756
C -0.8586 -0.0058 -4.8239 -0.511 0.119 -3.300
O -1.4909 -1.0354 -4.8443 0.165 0.324 0.544
C -0.8473 1.0415 -5.9101 -0.885 -0.434 -1.379
C -2.0135 1.0795 -6.7029 -0.337 0.476 1.518
C -2.3148 2.2504 -7.4099 -2.006 -1.440 -0.959
C -1.3527 3.2014 -7.5912 0.290 0.073 0.140
C -0.0783 3.0467 -7.0548 -0.335 -0.095 0.259
C 0.1481 1.9946 -6.1985 0.964 -0.669 0.906
H 3.7119 -3.1351 -4.0663 0.541 0.056 -0.117
H 2.4249 -4.1366 -4.6749 -0.357 -0.033 -0.218
H 2.6594 -3.9841 -2.9117 0.199 0.118 -0.689
H 1.7161 -1.6532 -4.7265 0.409 -0.241 0.974
H 2.3544 -1.5330 -3.0149 -0.020 0.177 -0.299
H 0.3661 -3.3766 -2.6137 0.024 0.778 -0.488
H -0.2899 -2.4220 -3.9944 -0.358 -0.405 -0.274
H 0.1219 -1.5820 -1.2585 -0.755 -0.049 -0.143
H 0.1510 1.4140 -3.8616 -0.191 -0.284 0.274
H -2.7364 0.2824 -6.5198 0.016 0.335 -0.327
H -3.3505 2.3810 -7.9053 1.924 -0.324 0.897
H -1.6544 4.0314 -8.1685 0.200 1.031 -0.534
H 0.7244 3.7450 -7.2132 0.006 0.189 -0.303
H 1.1810 1.8712 -5.8267 -0.599 0.096 0.141

2.
85
Properties=species:S:1:pos:R:3:forces:R:3 method="wB97M-V/def2-TZVPD" lumo_ev="-6.4 / -6.4" total_charge=+2 spin_multiplicity=2 homo_energy_ev="-13.127 / -13.831"
V -0.0147 -1.2188 0.6685 -1.501 -2.388 -3.601
C 1.3273 0.4851 0.7628 0.368 0.968 0.628
C 0.1463 0.6535 1.5375 1.203 0.544 1.136
C 1.2431 -1.2664 2.2569 -0.191 1.119 0.118
C 1.9903 -0.6866 1.1781 0.028 0.369 0.440
C 0.1108 -0.3926 2.5180 1.304 0.585 -0.600
C 1.8407 1.4476 -0.2366 0.117 0.388 -0.733
H 1.3565 2.4271 -0.1549 0.105 -0.220 0.100
H 1.6408 1.0688 -1.2469 0.271 0.204 0.243
H 2.9259 1.5958 -0.1098 -0.403 -0.109 -0.056
C 3.2214 -1.2367 0.5637 0.402 -0.451 -0.467
H 3.0083 -1.6829 -0.4248 0.063 0.218 0.348
H 3.6344 -2.0327 1.1975 0.093 0.353 -0.228
H 3.9733 -0.4424 0.3954 -0.344 -0.404 0.227
C 1.5137 -2.5637 2.8897 0.229 -0.731 0.494
H 2.5824 -2.7913 2.9112 -0.137 0.031 -0.039
H 1.0207 -3.3720 2.3337 0.077 -0.153 0.251
H 1.1661 -2.5740 3.9222 -0.065 -0.128 -0.029
C -0.9501 -0.6167 3.4901 -0.976 -0.321 1.203
H -0.5608 -1.1629 4.3556 -0.044 0.168 -0.029
H -1.7744 -1.2440 3.1043 0.324 0.506 0.203
H -1.3478 0.3435 3.8508 -0.062 -0.402 -0.098
C -0.8047 1.7806 1.3924 -0.584 0.565 -0.594
H -0.4989 2.7025 1.9240 0.133 -0.556 -0.179
H -1.7988 1.5295 1.7660 -0.011 -0.040 0.031
H -0.9136 2.0358 0.3226 0.059 0.017 0.492
C -2.5792 0.8455 -3.6724 0.163 0.219 0.408
C -2.4638 1.8450 -2.7805 0.053 -0.424 -0.688
C -3.2070 1.9386 -1.4738 -0.592 0.327 -0.230
C -4.7146 1.5811 -1.5386 0.140 1.333 -0.006
C -5.0880 0.2683 -1.0534 -0.839 -0.363 0.597
C -4.2204 -0.9074 -0.9813 1.539 -0.982 0.477
C -2.9996 -0.9349 -1.9270 0.036 0.021 -0.192
C -3.2987 -0.4589 -3.3669 0.335 -0.108 -0.213
H -3.1838 2.9798 -1.1410 0.251 -0.106 -0.051
H -5.1594 1.7588 -2.5419 0.423 0.118 0.261
H -2.7562 1.3504 -0.6697 0.085 0.123 -0.030
H -4.3789 -0.3640 -3.5828 0.292 -0.119 0.158
H -2.0907 0.8675 -4.6520 -0.062 0.316 0.451
H -1.8436 2.7139 -2.9906 -0.073 -0.201 -0.308
H -2.9052 -1.2421 -4.0377 -0.256 0.447 0.012
H -2.1910 -0.3238 -1.5229 -0.136 -0.145 -0.062
H -3.7992 -1.0049 0.0639 -0.501 -0.107 -0.755
H -2.5721 -1.9464 -1.9875 -0.123 0.328 0.286
H -5.2248 2.3074 -0.8735 0.047 -0.282 -0.422
H -6.0505 0.2432 -0.5569 -0.037 -0.329 0.076
P -5.1576 -2.4652 -1.2951 -1.321 0.630 -0.034
P -3.0532 -2.8224 1.6018 -1.985 -1.638 1.646
C -5.6796 -3.2398 0.2395 0.060 -0.445 0.001
C -4.5248 -3.9096 1.0221 0.041 0.528 -1.035
H -6.3956 -4.0051 -0.1221 0.238 0.165 0.363
H -6.2633 -2.5421 0.8568 0.266 -0.033 -0.171
H -4.9727 -4.3437 1.9202 0.290 0.088 -0.166
H -4.0742 -4.7213 0.4449 -0.225 -0.053 -0.009
C -2.6148 -4.2230 2.7532 0.650 0.038 -0.071
H -1.9649 -3.8931 3.5694 0.080 -0.094 -0.191
H -2.1131 -4.9997 2.1621 0.056 0.101 0.282
H -3.5139 -4.6718 3.2003 0.306 0.323 -0.139
C -4.1861 -1.9676 2.8273 0.181 0.553 -0.097
H -4.9837 -2.6511 3.1529 0.374 0.114 -0.143
H -4.6645 -1.0958 2.3660 0.101 -0.004 0.178
H -3.6454 -1.6451 3.7216 -0.132 0.063 -0.185
C -4.4590 -3.7943 -2.2766 0.432 -0.298 -0.331
H -3.4679 -3.5505 -2.6735 -0.232 -0.244 0.064
H -5.1453 -3.9846 -3.1129 0.298 0.102 0.203
H -4.4204 -4.7098 -1.6734 0.177 0.255 -0.165
C -6.6549 -1.9671 -2.1727 -0.419 -0.149 -0.249
H -7.5166 -2.2301 -1.5492 0.021 0.106 -0.200
H -6.7294 -2.5073 -3.1245 -0.054 0.139 0.284
H -6.6807 -0.8913 -2.3765 0.053 -0.291 0.089
C 1.2346 1.1913 -4.7183 -0.096 -0.065 0.174
Si 1.8655 -0.4131 -3.9778 0.741 0.217 -0.913
C 1.7564 -1.7640 -5.2612 -0.145 0.001 0.239
C 3.6941 -0.1674 -3.6135 -0.180 -0.151 0.229
C 0.9757 -0.9081 -2.4434 -1.877 -1.001 2.372
C 0.3386 -1.2388 -1.4099 1.195 0.857 -1.058
H 2.0625 1.5889 -5.3219 -0.279 -0.047 0.036
H 0.9768 1.9473 -3.9715 0.005 -0.033 -0.065
H 0.3677 1.0284 -5.3684 0.143 0.086 0.100
H 2.4125 -1.4534 -6.0829 -0.141 -0.150 0.015
H 2.1282 -2.7117 -4.8538 -0.098 0.121 -0.178
H 0.7380 -1.8989 -5.6431 0.222 -0.052 0.007
H 3.8744 0.3269 -2.6515 0.068 0.045 -0.228
H 4.2021 -1.1408 -3.5915 -0.010 0.251 -0.030
H 4.1142 0.4443 -4.4282 -0.011 -0.233 0.349

| no. | calculated total energy (a.u.) |
| --- | --- |
| 1 | -2992.9426 |
| 2 | -3051.6781 |